# 1
C5H11NO2 | wB97M-V/def2-TZVPD

Largest force on an atom: 0.1623 hartree/bohr
Kohn-Sham gap: 9.7269 eV

Geometry as ORCA input:
```
! RIJCOSX wB97M-V def2-TZVPD def2/J DEFGRID3
* xyz 0 1
C 1.17 -0.21 2.68
C -0.52 -0.18 1.05
C -2.00 -0.01 -0.80
C 0.32 -0.48 -1.25
C 1.04 0.81 -1.78
H 0.52 0.32 3.50
H 1.94 0.41 2.71
H 1.15 -1.25 2.68
H -2.17 1.18 -1.47
H -1.95 -0.67 -1.57
H -2.94 -0.25 0.04
H -0.08 -1.03 -2.04
H 1.06 -1.30 -1.11
H 0.11 1.56 -2.31
H 1.37 1.24 -0.88
H 2.19 0.26 -2.33
N -0.73 -0.25 -0.34
O 0.81 -0.32 1.39
O -1.26 0.17 1.83
*
```

---

# 2
C26H73N5O11 | wB97M-V/def2-TZVPD

Largest force on an atom: 0.1924 hartree/bohr
SMILES: COC[C@H](C)N.COC[C@H](C)N.COC[C@H](C)N.COC[C@H](C)N.COC[C@H](C)N.OCCO.OCCO.OCCO
Kohn-Sham gap: 9.3185 eV

Geometry as ORCA input:
```
! RIJCOSX wB97M-V def2-TZVPD def2/J DEFGRID3
* xyz 0 1
C 1.93 24.50 -14.71
O 2.00 23.42 -15.54
C 1.05 22.42 -15.25
C 0.44 21.78 -16.55
C -0.26 22.76 -17.43
N -0.47 20.68 -16.27
H 1.04 25.14 -14.86
H 2.83 25.10 -14.82
H 1.74 24.17 -13.62
H 1.54 21.73 -14.65
H 0.20 22.77 -14.70
H 1.25 21.28 -17.05
H -1.01 23.39 -16.96
H -0.71 22.24 -18.24
H 0.62 23.34 -17.82
H 0.04 19.80 -16.10
H -0.96 20.53 -17.13
C -2.85 24.44 -8.81
O -1.79 25.17 -8.35
C -2.15 26.19 -7.42
C -0.84 26.95 -6.90
C -0.28 28.05 -7.85
N 0.04 25.84 -6.73
H -2.40 23.63 -9.32
H -3.41 24.93 -9.61
H -3.46 23.95 -8.10
H -2.75 26.94 -7.92
H -2.69 25.72 -6.62
H -0.95 27.42 -5.91
H -0.15 27.61 -8.85
H 0.70 28.49 -7.47
H -1.02 28.77 -8.14
H -0.39 25.26 -7.44
H -0.29 25.41 -5.85
C -8.52 24.70 -10.91
O -7.50 24.17 -11.68
C -7.50 22.80 -11.93
C -6.86 22.64 -13.37
C -7.41 23.59 -14.33
N -7.14 21.27 -13.72
H -8.62 24.26 -9.94
H -9.45 24.60 -11.44
H -8.38 25.79 -10.69
H -6.96 22.31 -11.11
H -8.57 22.57 -11.92
H -5.87 22.86 -13.13
H -7.05 24.57 -14.09
H -8.47 23.55 -14.35
H -7.06 23.40 -15.30
H -6.34 20.74 -13.36
H -6.97 21.24 -14.74
C -0.29 22.82 -12.05
O 0.11 24.17 -11.99
C 0.59 24.43 -10.72
C 1.09 25.84 -10.71
C 2.09 26.26 -11.85
N 1.78 26.09 -9.48
H -0.84 22.72 -12.89
H -0.84 22.38 -11.29
H 0.51 22.18 -12.36
H -0.13 24.25 -9.95
H 1.49 23.85 -10.58
H 0.22 26.52 -10.67
H 2.93 25.52 -12.07
H 2.52 27.20 -11.50
H 1.56 26.52 -12.69
H 2.15 25.21 -9.06
H 1.10 26.47 -8.81
C -8.04 26.63 -5.18
O -7.03 26.51 -6.24
C -7.29 25.32 -7.03
C -6.10 25.26 -7.96
C -5.96 26.55 -8.76
N -6.25 24.11 -8.81
H -9.11 26.76 -5.53
H -7.95 27.49 -4.50
H -7.90 25.80 -4.50
H -7.44 24.44 -6.41
H -8.13 25.50 -7.67
H -5.17 25.06 -7.40
H -6.71 26.84 -9.43
H -5.12 26.38 -9.44
H -5.63 27.39 -8.21
H -6.98 24.31 -9.45
H -5.43 24.13 -9.44
O -3.69 21.44 -9.03
C -4.38 21.60 -10.24
C -3.64 20.94 -11.35
O -4.40 20.78 -12.32
H -3.49 20.52 -8.89
H -5.32 21.12 -10.02
H -4.54 22.67 -10.36
H -3.13 20.03 -11.11
H -2.82 21.56 -11.65
H -3.77 20.51 -13.02
O -2.32 21.13 -14.18
C -2.91 22.32 -14.51
C -3.99 22.22 -15.52
O -4.35 23.37 -15.86
H -1.56 20.99 -14.76
H -3.29 22.88 -13.63
H -2.09 22.93 -14.82
H -4.85 21.71 -15.17
H -3.62 21.70 -16.44
H -3.56 23.68 -16.34
O -4.94 24.75 -11.70
C -4.25 25.27 -12.81
C -2.78 25.35 -12.35
O -1.93 25.25 -13.26
H -5.88 24.64 -11.97
H -4.41 24.62 -13.69
H -4.66 26.23 -13.18
H -2.70 24.49 -11.64
H -2.63 26.27 -11.79
H -1.11 25.31 -12.86
*
```

---

# 3
C12H14BCrN9 | wB97M-V/def2-TZVPD

Largest force on an atom: 0.0821 hartree/bohr
<S²>: 6.013
Kohn-Sham gap (alpha / beta): 8.1041 / 8.7474 eV

Geometry as ORCA input:
```
! RIJCOSX wB97M-V def2-TZVPD def2/J DEFGRID3
* xyz 0 5
H 0.33 -0.16 3.60
N -0.21 -0.74 1.60
B -1.07 -2.16 -0.39
N -0.75 -1.93 1.09
C -0.93 -2.80 2.09
Cr 0.08 0.82 0.44
H -1.35 -3.77 1.89
C -0.51 -2.20 3.27
H -0.52 -2.67 4.24
C -0.07 -0.93 2.94
H -1.69 -3.17 -0.55
C 2.49 3.39 -1.28
H 2.98 4.35 -1.07
H 1.43 3.54 -1.57
H 3.06 2.90 -2.08
N 0.26 -2.27 -1.15
N -1.84 -0.95 -0.95
N 1.18 -1.21 -1.11
N -1.48 0.38 -0.66
C 0.72 -3.29 -1.89
C -2.93 -0.97 -1.71
H 0.11 -4.18 -2.02
H -3.36 -1.90 -2.04
C 1.98 -2.95 -2.35
C -3.33 0.34 -1.94
C 2.22 -1.67 -1.85
C -2.42 1.15 -1.27
H 2.62 -3.59 -2.94
H -4.18 0.64 -2.53
H 3.15 -1.13 -2.05
H -2.43 2.24 -1.21
H 2.43 2.77 -0.39
N 0.47 2.39 1.70
C 0.64 3.37 2.38
N 0.82 4.20 3.32
C 0.97 5.50 3.19
N 1.13 6.67 3.25
*
```

---

# 4
C49H43FN5O5PPt | wB97M-V/def2-TZVPD

Largest force on an atom: 0.0177 hartree/bohr
Kohn-Sham gap: 4.7713 eV

Geometry as ORCA input:
```
! RIJCOSX wB97M-V def2-TZVPD def2/J DEFGRID3
* xyz 0 1
Pt 2.21 -1.66 1.14
C -5.71 -0.87 -0.24
C -5.16 -0.32 1.06
N -3.71 -0.26 1.07
C -3.01 -1.29 1.63
C -1.66 -1.43 1.66
C -1.12 -2.70 2.38
O -2.00 -3.43 2.85
O 0.12 -2.81 2.40
C -0.86 -0.41 1.04
O 0.35 -0.39 0.84
C -1.61 0.75 0.53
C -0.89 1.81 -0.01
C -1.54 2.88 -0.56
F -0.81 3.92 -1.03
C -2.92 2.92 -0.64
C -3.65 1.87 -0.11
C -3.01 0.79 0.51
N -3.65 3.97 -1.29
C -4.63 4.70 -0.49
C -5.82 5.02 -1.41
N -5.30 4.92 -2.81
C -4.02 5.69 -2.94
C -2.95 4.89 -2.17
H -6.80 -0.90 -0.22
H -5.35 -1.89 -0.40
H -5.39 -0.27 -1.10
H -5.46 -0.95 1.90
H -5.56 0.68 1.27
H -3.59 -2.09 2.09
H 0.20 1.76 0.02
H -4.73 1.87 -0.24
H -4.20 5.62 -0.08
H -4.96 4.09 0.35
H -6.20 6.03 -1.27
H -6.64 4.31 -1.32
H -6.00 5.17 -3.51
H -5.03 3.93 -2.92
H -4.20 6.67 -2.51
H -3.79 5.80 -4.00
H -2.30 5.60 -1.63
H -2.33 4.33 -2.86
C 2.92 3.15 3.68
C 4.07 2.50 3.24
C 4.09 1.12 3.13
C 2.97 0.37 3.46
C 1.82 1.02 3.90
C 1.79 2.40 4.00
P 2.91 -1.44 3.28
C 2.65 -2.02 4.97
C 1.56 -2.85 5.23
C 1.34 -3.30 6.53
C 2.21 -2.93 7.55
C 3.30 -2.11 7.28
C 3.52 -1.65 5.99
C 4.51 -1.96 2.63
C 5.77 -2.30 3.11
C 6.71 -2.73 2.20
C 6.36 -2.86 0.85
C 5.08 -2.58 0.39
C 4.12 -2.12 1.31
H 2.90 4.22 3.76
H 4.94 3.07 2.97
H 4.98 0.62 2.75
H 0.93 0.44 4.14
H 0.89 2.90 4.34
H 0.90 -3.13 4.42
H 0.49 -3.93 6.74
H 2.05 -3.29 8.56
H 3.98 -1.83 8.08
H 4.35 -0.98 5.79
H 6.00 -2.23 4.17
H 7.71 -3.00 2.52
H 7.11 -3.20 0.14
H 4.83 -2.72 -0.65
O 3.85 0.17 -1.22
C 2.93 -0.51 -1.61
N 2.37 -0.41 -2.88
C 1.32 -1.38 -3.09
C 1.27 -2.03 -1.68
O 0.44 -2.86 -1.34
N 2.22 -1.48 -0.91
C -0.01 -0.67 -3.42
C 0.01 0.39 -4.33
C -1.16 1.07 -4.66
C -2.36 0.70 -4.08
C -2.39 -0.35 -3.17
C -1.22 -1.03 -2.85
C 1.65 -2.39 -4.19
C 2.35 -1.99 -5.32
C 2.63 -2.89 -6.34
C 2.22 -4.21 -6.24
C 1.51 -4.61 -5.12
C 1.22 -3.72 -4.10
H 2.91 0.03 -3.60
H 0.94 0.69 -4.78
H -1.12 1.88 -5.38
H -3.28 1.22 -4.34
H -3.32 -0.65 -2.71
H -1.25 -1.86 -2.15
H 2.68 -0.97 -5.43
H 3.18 -2.56 -7.21
H 2.45 -4.91 -7.03
H 1.19 -5.64 -5.02
H 0.68 -4.04 -3.22
*
```

---

# 5
C3H5N3 | wB97M-V/def2-TZVPD

Largest force on an atom: 0.0378 hartree/bohr
Kohn-Sham gap: 8.7659 eV

Geometry as ORCA input:
```
! RIJCOSX wB97M-V def2-TZVPD def2/J DEFGRID3
* xyz 0 1
N 0.08 1.91 0.18
C 0.01 0.63 0.34
C -0.54 -0.52 0.92
C -0.42 -1.52 -0.08
N 0.23 -1.22 -1.19
N 0.70 0.11 -0.87
H -0.27 2.54 0.88
H 0.54 1.06 -1.33
H -1.17 -0.58 1.80
H -0.84 -2.53 -0.01
H 1.71 0.03 -0.70
*
```

---

Number 1: electronic energy -402.13349 Ha. Number 2: electronic energy -2135.45707 Ha. Number 3: electronic energy -2027.86091 Ha. Number 4: electronic energy -3103.54919 Ha. Number 5: electronic energy -281.47423 Ha.